Entry from the Open Molecules 2025 dataset: a molecular structure, C35H40CeN4O2Si at a distorted geometry (the ωB97M-V functional and the def2-TZVPD basis).

The value obtained for the energy above the lowest of the compared OMol25 structures with the same formula, charge and spin is 49.9 kJ/mol. The value obtained for the orbital gap (alpha / beta) is 6.28 / 6.57 eV. As for the expectation value of S²: 0.75. The calculation puts the HOMO energy (alpha / beta) at -4.5 / -4.8 eV.

Geometry as ORCA input:
```
! wB97M-V def2-TZVPD RIJCOSX def2/J DEFGRID3
* xyz -1 2
Ce 0.339 -0.452 1.360
C 2.788 1.778 2.158
C 2.135 3.129 2.154
C 2.909 4.278 2.011
C 2.320 5.531 1.931
C 0.936 5.622 1.986
C 0.137 4.492 2.135
C -1.359 4.640 2.177
C 0.742 3.228 2.237
N -0.048 2.063 2.326
C -0.955 2.040 3.318
O -1.021 2.744 4.326
C -2.112 1.086 3.065
C -3.315 1.311 3.711
C -4.422 0.566 3.334
C -4.293 -0.384 2.331
C -3.049 -0.579 1.766
N -1.984 0.148 2.122
C -2.867 -1.627 0.685
O -3.880 -2.190 0.263
N -1.590 -1.822 0.320
C -1.396 -2.832 -0.665
C -0.760 -4.023 -0.291
C -0.333 -4.240 1.141
C -0.576 -5.021 -1.242
C -1.022 -4.858 -2.546
C -1.660 -3.680 -2.904
C -1.856 -2.659 -1.976
C -2.624 -1.424 -2.357
H 3.846 1.849 2.408
H 2.728 1.323 1.166
H 2.324 1.100 2.879
H 3.990 4.179 1.960
H 2.928 6.423 1.822
H 0.455 6.594 1.909
H -1.661 5.582 1.716
H -1.730 4.613 3.205
H -1.847 3.818 1.645
H -3.343 2.075 4.476
H -5.384 0.733 3.809
H -5.115 -0.989 1.972
H 0.418 -3.529 1.475
H 0.098 -5.234 1.267
H -1.184 -4.137 1.818
H -0.080 -5.940 -0.950
H -0.863 -5.640 -3.281
H -2.016 -3.544 -3.922
H -2.611 -1.274 -3.440
H -2.212 -0.541 -1.867
H -3.662 -1.509 -2.023
N -0.035 1.075 -0.623
C -0.340 1.572 -1.604
C -0.700 2.182 -2.868
C -1.289 3.439 -2.880
C -1.638 4.009 -4.096
C -1.401 3.323 -5.278
C -0.813 2.068 -5.255
C -0.458 1.489 -4.045
H -1.464 3.957 -1.943
H -2.096 4.989 -4.117
H -1.677 3.771 -6.227
H -0.630 1.534 -6.178
H -0.005 0.505 -4.003
C 2.108 -2.553 -2.650
Si 3.068 -2.365 -1.057
C 4.878 -2.258 -1.575
C 2.937 -3.965 -0.085
C 2.502 -0.924 -0.114
H 2.475 -3.419 -3.217
H 2.235 -1.659 -3.278
H 1.037 -2.697 -2.468
H 5.177 -3.123 -2.185
H 5.532 -2.221 -0.693
H 5.060 -1.346 -2.160
H 3.633 -4.725 -0.465
H 1.921 -4.377 -0.147
H 3.164 -3.786 0.974
H 2.456 -0.077 -0.821
H 3.310 -0.685 0.595
C 1.122 -1.515 3.598
H 0.499 -2.383 3.875
H 1.003 -0.792 4.422
H 2.165 -1.862 3.643
*
```

Entry from the Open Molecules 2025 dataset: 3 unconnected molecules or ions with the total composition C35H40ClN3O11 (the ωB97M-V functional and the def2-TZVPD basis).

The value obtained for the orbital gap is 7.28 eV. The calculation puts the HOMO energy at -9.0 eV.

Geometry as ORCA input:
```
! wB97M-V def2-TZVPD RIJCOSX def2/J DEFGRID3
* xyz 0 1
C 0.667 -3.118 0.268
C -0.075 -2.328 -0.827
C -0.937 -1.222 -0.285
C -0.264 -0.010 0.077
O 1.071 -0.022 -0.100
C 1.850 0.960 0.589
C 2.137 2.238 -0.234
C 1.720 2.066 -1.698
C 3.616 2.597 -0.166
C 4.203 2.956 1.222
C 3.188 3.602 2.154
C 4.887 1.755 1.907
C -0.955 1.080 0.517
C -2.349 1.013 0.647
N -3.022 2.113 1.088
C -4.315 2.026 1.186
C -5.105 3.229 1.625
O -6.010 3.626 0.618
C -5.499 4.619 -0.244
C -4.959 0.809 0.839
O -6.366 0.735 0.949
C -6.779 0.533 2.164
N -7.143 0.385 3.253
N -4.371 -0.238 0.414
C -3.019 -0.176 0.308
C -2.293 -1.306 -0.156
C -3.024 -2.561 -0.544
Cl -3.800 -2.239 -2.155
C -3.989 -3.131 0.517
C -5.455 -3.281 0.136
H 0.447 -2.729 1.261
H 0.416 -4.177 0.261
H 1.745 -3.040 0.135
H 0.671 -1.840 -1.446
H -0.630 -2.968 -1.504
H 1.378 1.188 1.544
H 2.789 0.454 0.806
H 1.535 3.056 0.166
H 2.004 2.965 -2.244
H 0.641 1.969 -1.789
H 2.213 1.211 -2.155
H 4.197 1.788 -0.613
H 3.761 3.465 -0.813
H 4.969 3.708 1.028
H 2.741 4.481 1.688
H 3.674 3.948 3.065
H 2.393 2.913 2.437
H 5.861 2.043 2.296
H 5.045 0.922 1.226
H 4.265 1.381 2.717
H -0.460 2.009 0.757
H -4.387 4.023 1.836
H -5.657 3.030 2.544
H -4.752 4.219 -0.934
H -6.333 5.007 -0.821
H -5.065 5.450 0.317
H -2.306 -3.336 -0.775
H -3.907 -2.551 1.434
H -3.634 -4.133 0.763
H -6.013 -3.678 0.983
H -5.903 -2.332 -0.140
H -5.578 -3.984 -0.685
O -3.202 2.277 -5.851
C -2.435 1.423 -5.446
C -1.718 0.494 -6.299
C -0.908 -0.415 -5.740
O -0.212 -1.307 -6.430
C -0.715 -0.505 -4.247
O 0.029 -1.378 -3.834
C -1.416 0.434 -3.396
C -2.226 1.343 -3.954
O -2.912 2.241 -3.261
H -1.865 0.566 -7.367
H 0.277 -1.836 -5.771
H -1.268 0.365 -2.328
H -3.417 2.760 -3.918
O 4.279 -1.278 2.493
C 5.032 -2.210 2.709
C 6.382 -2.066 3.211
C 7.131 -3.162 3.396
O 8.373 -3.136 3.850
C 6.613 -4.549 3.096
O 7.380 -5.475 3.285
C 5.255 -4.694 2.612
C 4.506 -3.597 2.430
O 3.255 -3.625 1.995
H 6.745 -1.069 3.420
H 8.672 -4.066 3.880
H 4.887 -5.690 2.414
H 2.957 -2.695 1.956
*
```

Entry from the Open Molecules 2025 dataset: 7 unconnected molecules or ions with the total composition C35H40F6N3O21P at a distorted geometry (the ωB97M-V functional and the def2-TZVPD basis).

The value obtained for the orbital gap is 8.65 eV. The calculation puts the HOMO energy at -8.8 eV.

Geometry as ORCA input:
```
! wB97M-V def2-TZVPD RIJCOSX def2/J DEFGRID3
* xyz 0 1
C 1.352 3.999 -4.606
C 1.542 3.905 -3.302
C 2.886 3.975 -2.689
O 3.498 5.003 -2.665
O 3.371 2.839 -2.172
C 3.941 2.962 -0.854
C 3.407 1.885 0.075
C 2.011 2.186 0.654
C 0.864 1.270 0.192
C 0.948 0.889 -1.284
C -0.392 0.367 -1.833
C -0.205 -0.463 -3.078
C 0.729 -0.030 -4.061
N 0.969 -0.699 -5.152
C 0.270 -1.859 -5.300
C 0.500 -2.666 -6.443
P 1.758 -2.180 -7.645
O 2.203 -3.302 -8.506
C -0.211 -3.828 -6.652
C -1.195 -4.227 -5.712
N -1.932 -5.422 -5.970
C -1.398 -3.457 -4.587
C -0.676 -2.262 -4.349
N -0.921 -1.549 -3.208
H 0.360 3.925 -5.022
H 2.156 4.178 -5.305
H 0.672 3.809 -2.668
H 5.013 2.815 -0.951
H 3.745 3.934 -0.413
H 4.115 1.878 0.904
H 3.484 0.905 -0.386
H 2.078 2.082 1.736
H 1.754 3.230 0.483
H -0.078 1.796 0.320
H 0.861 0.381 0.820
H 1.709 0.129 -1.439
H 1.199 1.789 -1.831
H -0.986 1.231 -2.142
H -0.934 -0.210 -1.092
H 1.271 0.893 -3.918
H 2.834 -1.683 -6.889
H 1.282 -1.065 -8.362
H -0.004 -4.423 -7.529
H -1.528 -6.219 -5.503
H -2.884 -5.289 -5.674
H -2.140 -3.770 -3.867
O 7.728 9.020 -4.645
C 6.822 8.806 -3.916
O 5.619 8.313 -4.295
C 4.848 8.063 -3.112
C 5.498 8.994 -2.117
F 5.466 8.497 -0.855
O 6.839 9.033 -2.568
H 4.951 7.017 -2.822
H 3.797 8.281 -3.281
H 5.092 10.007 -2.109
O -0.664 4.253 0.236
C -1.582 4.107 0.970
O -2.836 3.781 0.582
C -3.612 3.542 1.763
C -2.847 4.327 2.802
F -2.914 3.755 4.029
O -1.517 4.246 2.323
H -3.613 2.474 1.982
H -4.635 3.888 1.635
H -3.138 5.376 2.885
O -2.075 0.667 2.665
C -1.401 -0.091 3.281
O -0.052 -0.116 3.259
C 0.385 -1.070 4.240
C -0.820 -1.961 4.367
F -0.933 -2.458 5.624
O -1.889 -1.064 4.103
H 0.606 -0.552 5.175
H 1.267 -1.608 3.913
H -0.854 -2.788 3.657
O 2.306 -3.431 4.329
C 2.315 -3.859 5.439
O 1.840 -5.069 5.798
C 2.138 -5.265 7.188
C 2.288 -3.843 7.677
F 3.203 -3.743 8.670
O 2.783 -3.182 6.517
H 3.069 -5.824 7.284
H 1.338 -5.807 7.683
H 1.357 -3.368 7.995
O -3.478 -6.766 -3.885
C -4.600 -6.394 -3.838
O -5.159 -5.532 -4.724
C -6.556 -5.431 -4.425
C -6.591 -5.845 -2.972
F -7.739 -6.488 -2.654
O -5.507 -6.755 -2.889
H -7.115 -6.124 -5.054
H -6.917 -4.420 -4.594
H -6.431 -5.030 -2.264
O -0.750 -2.745 8.696
C -1.894 -2.436 8.663
O -2.426 -1.531 7.812
C -3.846 -1.542 7.981
C -3.987 -2.095 9.381
F -5.113 -2.833 9.526
O -2.856 -2.943 9.484
H -4.296 -2.203 7.239
H -4.258 -0.543 7.869
H -3.949 -1.345 10.172
*
```